# C2BiF6NO3S2

A molecular structure, C2BiF6NO3S2 (ωB97M-V with the def2-TZVPD basis set, the Open Molecules 2025 dataset).

## Properties
- HOMO energy (alpha / beta): -15.2 / -15.4 eV
- Net charge: +1
- Energy above the lowest of the compared OMol25 structures with the same formula, charge and spin: 0.0871 eV
- Expectation value of S²: 0.780
- Lowest unoccupied orbital energy (alpha / beta): -7.7 / -7.8 eV
- 2S+1: 2

Positions of all 15 atoms, in Å:
F  3.61766  -0.20140  -0.40387
S  1.12230  -0.24213  -0.99851
F  2.75269  -2.17732  -0.30609
F  -3.12644  -1.28769  -0.85120
F  2.38086  -0.77909  1.27515
O  -1.61472  -1.24191  1.73330
C  -2.68578  -0.12676  -0.40224
F  -2.39168  0.65880  -1.42405
C  2.54569  -0.89546  -0.03687
O  1.91277  3.56420  -0.17133
F  -3.62018  0.44373  0.33687
Bi  0.70289  2.13017  0.29931
O  -0.77657  1.00025  1.00587
S  -1.15786  -0.41076  0.63118
N  -0.13838  -1.13441  -0.32306

Atom-resolved charges from Löwdin, all expressed in e: 0.1340, 0.9589, 0.1661, 0.1922, 0.1294, -0.2006, -0.6948, 0.1528, -0.8776, -0.5479, 0.1863, 1.8594, -0.6259, 0.6304, -0.4626

***

# CHN3O2

A single CHN3O2 molecule (ωB97M-V with the def2-TZVPD basis set, the Open Molecules 2025 dataset).

## Properties
- SMILES: O=c1[nH]nno1
- HOMO energy: -11.2 eV
- Energy above the lowest of the compared OMol25 structures with the same formula, charge and spin: 1.2398 eV
- Lowest unoccupied orbital energy: 0.1 eV

Positions of all 7 atoms, in Å:
H  0.43108  1.57793  0.56520
C  0.72549  -0.51949  -0.06228
N  -1.63361  -0.42653  -0.40583
N  -1.25216  0.63395  0.03565
N  0.03038  0.68979  0.30006
O  1.91958  -0.62251  0.05854
O  -0.22077  -1.33314  -0.49134

Atom-resolved charges from Löwdin, all expressed in e: 0.1603, -0.5673, 0.1818, -0.0219, 0.0952, 0.1040, 0.0479

***

# C16H30Cl2N2O10Tl

A molecular structure, C16H30Cl2N2O10Tl (ωB97M-V with the def2-TZVPD basis set, the Open Molecules 2025 dataset).

## Properties
- HOMO energy: -10.9 eV
- Net charge: +1
- Lowest unoccupied orbital energy: -7.5 eV

Positions of all 61 atoms, in Å:
H  0.63255  4.32803  -4.18596
N  -0.34488  1.42786  5.69344
Cl  0.69131  5.84640  -5.93879
O  0.53339  -5.27076  4.67504
C  -5.59051  3.17766  -1.14546
H  -3.08095  0.19197  5.03879
H  -0.14940  -4.36099  -2.93577
C  1.62912  -5.10224  4.26207
O  1.99014  -5.20263  2.91425
O  0.60621  -5.82772  -4.18791
H  0.66017  -0.00255  0.01718
C  3.74510  -4.45992  4.20999
Tl  2.37845  5.32407  2.63214
H  0.94136  0.43142  -1.55256
H  -3.54063  3.18601  -1.15757
H  -1.58790  -0.35894  4.40107
C  2.60073  4.39291  -4.85938
H  3.95740  -6.03419  2.85496
C  -4.16029  3.12606  -3.13087
C  -2.22952  0.52121  4.44316
H  0.71844  0.17502  6.91085
C  1.19562  0.76213  -0.54555
H  0.78724  -0.29824  5.16098
O  2.61938  -4.71626  5.04626
H  4.61337  -4.94124  4.66003
C  -1.36227  1.72791  4.94048
H  1.03315  -2.62368  -4.61917
C  0.26682  -5.57008  -5.46597
H  1.54002  -4.83645  -2.64839
H  1.32225  5.79253  -3.70474
C  1.16391  -3.70511  -4.58034
H  -0.06589  2.24039  6.22454
C  -5.71135  3.11088  0.32683
H  -5.77603  2.07195  0.65014
C  2.79807  0.51079  -0.39593
H  2.90342  -0.57385  -0.41953
C  0.78878  -4.64252  -3.41398
H  -3.99846  4.15891  -3.43931
C  3.38112  -5.10973  2.89195
H  3.32307  5.11063  -5.24824
O  3.53082  1.14904  0.70150
Cl  2.25283  3.07036  -6.08530
H  -2.50450  0.74909  3.41333
H  -6.62023  3.50315  0.78310
O  -1.62667  2.85088  4.71965
O  -6.61294  3.47820  -1.77947
H  3.17097  0.87597  -1.35284
C  0.16797  0.07851  5.97502
H  2.23149  -3.76656  -4.79150
H  -3.27979  2.50076  -3.27857
H  3.70863  -4.45317  2.08587
N  -4.38766  3.12923  -1.70477
H  -0.64133  -0.60082  6.24269
O  -0.11035  -6.46368  -6.30120
O  0.65216  2.00573  -0.15076
O  0.41745  -4.18526  -5.65647
H  -5.03473  2.69726  -3.62034
C  1.28090  5.11975  -4.56134
H  -4.91369  3.59688  0.88865
H  3.98346  -3.41036  4.03764
H  3.11270  4.09739  -3.94361

Atom-resolved charges from Löwdin, all expressed in e: 0.0603, 0.0061, 0.6576, 0.1779, -0.5690, 0.0903, 0.1278, -0.5630, 0.0656, 0.0432, 0.1382, -0.1235, 0.9755, 0.1132, 0.1329, 0.0489, -0.6180, 0.1329, -0.0634, 0.0171, 0.0869, -0.2177, 0.0850, 0.0924, 0.1337, -0.6264, 0.1291, -0.4234, 0.1302, 0.0725, -0.1655, 0.1429, -0.0188, 0.0828, -0.1588, 0.1135, -0.0941, 0.0875, -0.1703, 0.0649, -0.0646, 0.5037, 0.0761, 0.0875, 0.0629, 0.0304, 0.1311, -0.0642, 0.1259, 0.0789, 0.1281, -0.0148, 0.0851, 0.0905, -0.0414, 0.0363, 0.0918, -0.8068, 0.0747, 0.1259, 0.0658

***

# C10H12BrClF7N4O2

2 unconnected molecules or ions with the total composition C10H12BrClF7N4O2 (ωB97M-V with the def2-TZVPD basis set, the Open Molecules 2025 dataset).

## Properties
- HOMO energy: -13.1 eV
- Net charge: +1
- Lowest unoccupied orbital energy: -3.7 eV

Positions of all 37 atoms, in Å:
H  4.46722  -1.07708  2.80573
C  2.07649  1.25377  0.04186
C  -0.49546  -2.11172  0.05346
H  -3.55751  2.30346  -3.13798
F  2.97378  3.34667  -0.70061
C  2.14063  -0.22944  -0.48830
C  -4.18707  2.88711  -2.46975
Cl  0.14524  -3.89944  2.69035
H  4.88508  -1.43193  1.20429
F  3.17271  1.49141  0.83363
H  2.84617  -2.95704  3.37795
C  2.08546  2.37830  -1.08650
N  4.19877  -1.00638  1.82581
N  1.08714  -2.71074  1.92170
F  1.34587  -0.47721  -1.55119
C  -2.56611  -0.58828  0.68593
C  -1.27087  -0.76184  -0.21415
H  -0.63043  0.14513  -0.21469
Br  -1.95773  -0.90548  -2.09518
F  3.43895  -0.41572  -0.93057
N  -4.43992  2.06146  -1.25867
H  -3.02441  -1.56061  0.97951
H  -1.16528  -2.73612  0.70751
O  -4.99802  0.99424  -1.42813
H  -3.32285  -0.07732  0.03222
H  -5.15053  3.10409  -2.92533
F  2.50143  1.95183  -2.29391
C  0.83496  -1.96391  0.82725
C  2.88605  -1.49355  1.61358
H  -3.68697  3.80311  -2.16922
F  0.99627  1.47322  0.87168
H  -2.40045  0.11299  1.54369
C  2.36449  -2.48474  2.50599
F  0.87371  2.98446  -1.10376
N  1.95778  -1.17847  0.60609
O  -4.07236  2.50697  -0.18697
H  -0.35222  -2.73118  -0.87334

Atom-resolved charges from Löwdin, all expressed in e: 0.1115, -0.2621, -0.1479, 0.0942, 0.1506, -0.3506, 0.0487, 0.8507, 0.1166, 0.1329, 0.1458, -0.4562, 0.1195, -0.4345, 0.1649, -0.1199, -0.6439, 0.0637, 0.7073, 0.1446, -0.4487, 0.0889, 0.0925, 0.0409, 0.0234, 0.1054, 0.1804, -0.1455, -0.2161, 0.0965, 0.1252, 0.0948, 0.0172, 0.1652, 0.1678, 0.0601, 0.1162

***

Number 1: energy -1966.372308 a.u.. Number 2: energy -353.387599 a.u.. Number 3: energy -2581.873422 a.u.. Number 4: energy -4490.620972 a.u..